Record 1
{"formula": "C3H6OS2", "method": "ωB97M-V/def2-TZVPD", "charge": 1, "lumo_energy_ha": [-0.361, -0.349], "relative_energy_kcal_mol": 82.42, "s2": 0.77, "multiplicity": 2, "homo_lumo_gap_ev": [4.32, 4.74], "species": ["H", "O", "H", "H", "H", "C", "S", "H", "H", "S", "C", "C"], "xyz": [[0.75146, -1.58253, 0.69468], [-0.64364, -1.90606, 2.03113], [-1.46666, -1.07665, -0.53625], [-1.87085, 0.02282, 0.83033], [2.23064, 0.97246, -1.19094], [-0.21755, -1.25964, 1.12571], [2.59974, 1.60168, -0.09894], [0.76786, 0.89808, 0.08532], [-0.65537, 1.68178, -0.49502], [-0.22410, 0.35497, -2.20611], [-0.20625, 0.67908, -0.44789], [-1.06529, -0.38600, 0.20798]]}


Record 2
{"formula": "CH3ClFN", "method": "ωB97M-V/def2-TZVPD", "charge": 0, "lumo_energy_ha": [0.017, -0.056], "relative_energy_kcal_mol": 8.06, "s2": 2.01, "multiplicity": 3, "homo_lumo_gap_ev": [8.10, 9.15], "species": ["F", "H", "H", "C", "Cl", "H", "N"], "xyz": [[-2.13706, 0.03487, 0.31969], [1.69313, 0.14941, -0.77727], [-0.34661, 0.75044, 1.08008], [-0.93344, 0.58231, 0.23818], [1.45325, -1.73312, 0.59374], [-0.71348, 0.87412, -0.77167], [0.98421, -0.65803, -0.68276]]}


Record 3
{"formula": "CH5NO3Si", "method": "ωB97M-V/def2-TZVPD", "charge": 0, "smiles": "O=[N+]([O-])[C@@H](O)[SiH3]", "lumo_energy_ha": -0.003, "relative_energy_kcal_mol": 56.13, "multiplicity": 1, "homo_lumo_gap_ev": 10.29, "species": ["O", "O", "H", "O", "Si", "H", "C", "H", "H", "N", "H"], "xyz": [[-0.10746, -1.68629, 0.21036], [-1.69815, 1.34115, 0.24633], [1.96951, -0.29096, -1.37368], [-1.86300, -0.57249, -0.67320], [1.39619, 0.71546, -0.31465], [-0.87573, -1.81173, -0.38766], [-0.06301, -0.32072, 0.56466], [-0.22969, -0.32237, 1.67198], [2.09870, 1.03567, 0.99830], [-1.29991, 0.20691, 0.06817], [0.67257, 1.70537, -1.01061]]}


Record 4
{"formula": "C19H36N4O2S", "method": "ωB97M-V/def2-TZVPD", "charge": 0, "lumo_energy_ha": -0.005, "multiplicity": 1, "homo_lumo_gap_ev": 7.70, "species": ["H", "H", "C", "C", "H", "C", "H", "H", "H", "H", "H", "C", "C", "H", "H", "H", "C", "H", "S", "H", "H", "H", "C", "N", "H", "C", "H", "C", "H", "H", "H", "H", "C", "N", "H", "C", "H", "C", "C", "H", "H", "C", "H", "H", "O", "H", "H", "N", "C", "C", "C", "H", "H", "H", "C", "H", "H", "C", "N", "H", "H", "O"], "xyz": [[5.79171, -3.22101, -1.47803], [7.50815, -2.86484, -4.07974], [5.32624, -2.78923, -2.36831], [-0.60627, 0.46472, -2.20942], [-5.32457, 3.03256, -5.62050], [6.16506, -1.63547, -2.89824], [-2.17547, -0.53817, -1.09685], [-3.35160, -1.77295, 4.77919], [-0.14286, 0.20532, 5.34071], [-3.12698, 0.00755, -5.10120], [-0.48463, 1.53623, -2.08602], [2.98125, 0.35603, 2.04525], [-4.86806, 0.44277, 4.64962], [5.21719, -3.57654, -3.11564], [-3.95361, 0.96314, -6.34313], [-5.19955, 0.99090, -4.15982], [1.70949, 0.14077, 1.43210], [-2.52922, 1.61178, -5.51310], [3.36357, 0.21369, -0.27845], [4.33334, -2.44117, -2.08168], [5.66463, -1.18751, -3.75747], [-2.65826, -0.77534, 6.04703], [-2.72859, -0.90348, 4.96414], [1.82772, 0.04085, 0.10573], [1.88918, 0.42642, 5.22560], [7.55595, -2.09681, -3.30644], [-1.37982, -1.61372, 3.48561], [-1.06667, 0.67597, 0.32363], [-1.04839, -1.05498, 1.44697], [-2.04826, 1.12368, 0.46141], [-3.90356, 3.68671, -4.78957], [-5.40415, 3.44765, -3.89987], [1.86335, 0.35436, 4.14776], [-0.52100, 0.09686, 4.40810], [-3.14019, 0.37220, 3.31095], [3.02380, 0.47319, 3.45857], [-0.80929, -1.88165, 5.11122], [0.48590, 0.05439, 2.16777], [-1.29588, -1.15604, 4.45845], [6.69234, -0.96248, -1.14407], [-0.55837, -1.09235, -0.75792], [-3.35480, 0.35086, 4.37779], [3.96838, 0.63234, 3.95492], [-5.31573, -0.52667, 4.83202], [-3.64117, 1.63566, -3.05512], [-5.03238, 1.08570, 5.50782], [-2.85617, 2.18539, -3.15051], [-0.78541, -0.08812, 1.55382], [0.59330, 0.13690, 3.53521], [-1.15572, -0.20310, -0.93592], [-4.32307, 1.62278, -4.30780], [8.08874, -2.50816, -2.44476], [-2.89853, 1.23934, 4.78951], [-1.24650, 0.22511, -3.05040], [-3.43601, 1.01439, -5.38411], [8.14148, -1.25820, -3.68381], [0.37481, 0.05546, -2.41655], [-4.76981, 3.02834, -4.68108], [3.99536, 0.42388, 1.19785], [-5.34614, 0.94463, 3.81468], [-0.32837, 1.44863, 0.18322], [6.25414, -0.59919, -1.92111]]}


Record 5
{"formula": "C12H9Br4MnNO7", "method": "ωB97M-V/def2-TZVPD", "charge": 0, "lumo_energy_ha": [-0.104, -0.103], "s2": 0.79, "multiplicity": 2, "homo_lumo_gap_ev": [5.94, 5.95], "species": ["Br", "H", "H", "H", "H", "C", "C", "N", "C", "C", "Br", "C", "C", "C", "C", "Br", "H", "H", "C", "C", "O", "C", "O", "O", "O", "O", "H", "Br", "Mn", "C", "H", "H", "O", "O"], "xyz": [[1.40600, -1.53098, -5.84853], [0.52255, 2.11593, 2.83247], [-3.48301, -0.68505, 0.63488], [-2.39249, -0.00188, -0.58041], [-1.12752, 1.92701, 3.42971], [0.64886, -0.71276, -1.86996], [-0.37133, 2.39019, 0.55319], [-0.79874, 1.26677, 1.41906], [1.15317, 2.30115, 0.43233], [-2.49502, -0.26310, 0.46708], [3.20780, -3.83922, -0.92284], [-0.34969, 1.46465, 2.82582], [2.20080, -2.55057, -3.28466], [0.08579, 0.12443, 3.41496], [1.44093, -1.66725, -1.18762], [-0.46933, 0.60619, -4.08616], [-2.54950, 0.67031, 2.39143], [-1.64739, -1.74791, 1.53676], [1.40240, -1.57841, -3.97403], [2.21413, -2.60160, -1.91440], [-1.47734, -1.26832, 0.71228], [-2.24495, 0.92535, 1.37712], [-0.06069, 0.05024, -1.10139], [0.00181, -0.10263, 4.59274], [1.34441, -1.62795, 0.10444], [0.49747, -0.72689, 2.49195], [-0.65813, 3.36175, 0.95522], [3.23251, -3.77377, -4.26673], [0.32012, -0.23430, 0.71089], [0.62935, -0.68337, -3.27904], [-2.83680, 1.78462, 1.05652], [-0.79548, 2.27030, -0.44208], [1.82296, 3.26596, 0.19095], [1.62633, 1.07109, 0.62805]]}


Record 6
{"formula": "C2H3Cl2NO2", "method": "ωB97M-V/def2-TZVPD", "charge": 0, "smiles": "CC(Cl)(Cl)[N+](=O)[O-]", "lumo_energy_ha": -0.013, "relative_energy_kcal_mol": 91.70, "multiplicity": 1, "homo_lumo_gap_ev": 11.01, "species": ["H", "N", "C", "C", "H", "H", "Cl", "Cl", "O", "O"], "xyz": [[-0.38557, 1.28740, -0.64737], [-2.03603, 0.03581, 1.68765], [-0.27156, 0.13637, -0.22963], [-1.51671, -0.51866, 0.26874], [0.34537, 0.18181, 0.61902], [0.27987, -0.55407, -0.98949], [-1.27670, -2.27949, 0.59057], [-2.85275, -0.43129, -0.89849], [-3.25481, -0.03756, 1.85162], [-1.19412, 0.31019, 2.48146]]}


Record 7
{"formula": "C4H7NO", "method": "ωB97M-V/def2-TZVPD", "charge": 0, "lumo_energy_ha": [0.025, 0.023], "relative_energy_kcal_mol": 111.82, "multiplicity": 1, "homo_lumo_gap_ev": [8.28, 8.12], "species": ["H", "C", "H", "C", "O", "H", "H", "C", "N", "C", "H", "H", "H"], "xyz": [[1.14178, 1.64984, 1.53453], [-0.49348, 1.03731, -1.20730], [-0.97449, -2.14780, 1.26159], [-0.82822, -1.30459, 0.58797], [-0.09769, 1.44681, -0.03438], [-1.54260, 1.18601, -1.41028], [-1.49999, -1.38973, -0.26784], [0.55406, -1.36405, 0.11599], [1.62223, -1.53828, -0.29187], [1.07544, 1.34638, 0.50289], [0.18467, 0.45227, -1.81676], [-1.05248, -0.37377, 1.11461], [1.91077, 0.99959, -0.08915]]}